C12H34Cl3O14 | wB97M-V/def2-TZVPD

Properties
- E_HOMO (spin up / spin down) (eV) = -10.277 / -10.264
- frontier orbital gap (spin up / spin down) (eV) = 10.36 / 3.52
- multiplicity = 2
- calculated total energy (eV) = -79212.3972
- largest force on an atom (eV Å⁻¹) = 2.918
- <S²> = 0.764

Each atom is followed by the atoms it is bonded to, with distances in Å.
Atoms and positions in Å:
1 Cl -9.121 -14.739 -15.482  O2 1.457, O3 1.427, O4 1.427, O5 1.461
2 O -9.312 -14.134 -16.794  Cl1 1.457
3 O -9.995 -15.824 -15.175  Cl1 1.427
4 O -7.789 -15.229 -15.329  Cl1 1.427
5 O -9.350 -13.674 -14.507  Cl1 1.461
6 C -9.599 -16.062 -11.692  C7 1.501, O9 1.426, H10 1.090, H11 1.090
7 C -9.580 -17.072 -10.582  C6 1.501, O8 1.386, H12 1.090, H13 1.090
8 O -8.807 -18.198 -10.817  C7 1.386, H14 0.960
9 O -8.330 -15.417 -11.788  C6 1.426, H15 0.960
10 H -10.322 -15.264 -11.526  C6 1.090
11 H -9.859 -16.556 -12.628  C6 1.090
12 H -10.557 -17.364 -10.195  C7 1.090
13 H -9.184 -16.632 -9.667  C7 1.090
14 H -8.895 -18.565 -11.700  O8 0.960
15 H -8.117 -15.235 -12.707  O9 0.960
16 C -4.183 -16.588 -12.689  C17 1.571, O19 1.433, H20 1.090, H21 1.090
17 C -5.303 -17.224 -13.588  C16 1.571, O18 1.400, H22 1.090, H23 1.090
18 O -4.848 -17.131 -14.909  C17 1.400, H24 0.960
19 O -3.936 -15.272 -13.199  C16 1.433, H25 0.960
20 H -3.222 -17.103 -12.659  C16 1.090
21 H -4.497 -16.601 -11.645  C16 1.090
22 H -6.207 -16.626 -13.473  C17 1.090
23 H -5.436 -18.298 -13.461  C17 1.090
24 H -4.594 -16.211 -15.010  O18 0.960
25 H -3.198 -14.780 -12.831  O19 0.960
26 C -13.255 -15.233 -19.589  C27 1.571, O29 1.442, H30 1.090, H31 1.090
27 C -12.113 -14.767 -18.616  C26 1.571, O28 1.396, H32 1.090, H33 1.090
28 O -10.992 -15.455 -19.082  C27 1.396, H34 0.960
29 O -14.535 -14.826 -19.064  C26 1.442, H35 0.960
30 H -13.231 -16.314 -19.725  C26 1.090
31 H -13.217 -14.833 -20.602  C26 1.090
32 H -12.338 -15.113 -17.607  C27 1.090
33 H -11.934 -13.693 -18.567  C27 1.090
34 H -10.325 -15.379 -18.396  O28 0.960
35 H -15.201 -15.344 -19.522  O29 0.960
36 C -7.171 -17.370 -17.932  C37 1.568, O39 1.416, H40 1.090, H41 1.090
37 C -6.360 -18.496 -18.663  C36 1.568, O38 1.430, H42 1.090, H43 1.090
38 O -7.151 -19.650 -18.956  C37 1.430, H44 0.960
39 O -8.122 -16.774 -18.796  C36 1.416, H45 0.960
40 H -6.437 -16.606 -17.677  C36 1.090
41 H -7.815 -17.639 -17.095  C36 1.090
42 H -5.489 -18.660 -18.030  C37 1.090
43 H -5.912 -18.182 -19.606  C37 1.090
44 H -7.995 -19.251 -19.177  O38 0.960
45 H -8.943 -17.265 -18.880  O39 0.960
46 C -7.949 -9.814 -14.710  C47 1.522, O49 1.446, H50 1.090, H51 1.090
47 C -7.280 -10.801 -15.655  C46 1.522, O48 1.435, H52 1.090, H53 1.090
48 O -6.548 -11.830 -14.973  C47 1.435, H54 0.960
49 O -6.964 -8.798 -14.413  C46 1.446, H55 0.960
50 H -8.309 -10.338 -13.824  C46 1.090
51 H -8.802 -9.300 -15.152  C46 1.090
52 H -6.475 -10.373 -16.253  C47 1.090
53 H -8.023 -11.167 -16.364  C47 1.090
54 H -7.022 -12.656 -14.855  O48 0.960
55 H -7.040 -8.478 -13.511  O49 0.960
56 Cl -13.072 -18.931 -15.361  C57 1.763
57 C -13.130 -17.172 -15.269  Cl56 1.763, C58 1.558, H60 1.090, H61 1.090
58 C -14.515 -16.474 -15.424  C57 1.558, Cl59 1.753, H62 1.090, H63 1.090
59 Cl -15.787 -16.957 -14.319  C58 1.753
60 H -12.397 -16.906 -16.031  C57 1.090
61 H -12.651 -16.860 -14.341  C57 1.090
62 H -14.754 -16.887 -16.404  C58 1.090
63 H -14.539 -15.384 -15.456  C58 1.090

C12H34Cl4O10 | wB97M-V/def2-TZVPD

Properties
- E_HOMO (eV) = -9.553
- frontier orbital gap (eV) = 9.87
- calculated total energy (eV) = -83558.5889
- structure (SMILES) = ClCCl.ClCCl.OCCO.OCCO.OCCO.OCCO.OCCO
- largest force on an atom (eV Å⁻¹) = 0.863

Each atom is followed by the atoms it is bonded to, with distances in Å.
Atoms and positions in Å:
1 Cl 5.362 0.828 0.053  C2 1.767
2 C 6.825 -0.078 0.457  Cl1 1.767, Cl3 1.763, H4 1.084, H5 1.083
3 Cl 6.497 -1.797 0.670  C2 1.763
4 H 7.538 0.046 -0.349  C2 1.084
5 H 7.248 0.319 1.371  C2 1.083
6 Cl 3.121 1.403 -3.092  C7 1.764
7 C 2.303 2.675 -2.186  Cl6 1.764, Cl8 1.769, H9 1.081, H10 1.083
8 Cl 3.350 3.405 -0.961  C7 1.769
9 H 1.999 3.435 -2.893  C7 1.081
10 H 1.460 2.222 -1.679  C7 1.083
11 O -0.589 -0.420 -5.303  C12 1.418, H15 0.963
12 C 0.541 -0.349 -4.448  O11 1.418, C13 1.503, H16 1.096, H17 1.092
13 C 0.787 -1.642 -3.723  C12 1.503, O14 1.428, H18 1.090, H19 1.099
14 O -0.300 -1.972 -2.857  C13 1.428, H20 0.961
15 H -0.540 -1.237 -5.811  O11 0.963
16 H 1.429 -0.027 -5.003  C12 1.096
17 H 0.332 0.440 -3.722  C12 1.092
18 H 1.701 -1.597 -3.131  C13 1.090
19 H 0.912 -2.441 -4.467  C13 1.099
20 H -0.983 -2.403 -3.376  O14 0.961
21 O -0.539 -1.083 3.689  C22 1.429, H25 0.968
22 C -0.469 -0.899 5.104  O21 1.429, C23 1.511, H26 1.098, H27 1.090
23 C 0.903 -0.407 5.502  C22 1.511, O24 1.414, H28 1.103, H29 1.093
24 O 1.216 0.841 4.916  C23 1.414, H30 0.968
25 H -0.407 -0.201 3.315  O21 0.968
26 H -1.220 -0.165 5.423  C22 1.098
27 H -0.667 -1.847 5.605  C22 1.090
28 H 1.648 -1.168 5.212  C23 1.103
29 H 0.995 -0.319 6.587  C23 1.093
30 H 1.138 0.740 3.956  O24 0.968
31 O -0.289 3.103 0.510  C32 1.453, H35 0.962
32 C -1.705 3.263 0.796  O31 1.453, C33 1.497, H36 1.094, H37 1.093
33 C -2.504 2.282 -0.004  C32 1.497, O34 1.432, H38 1.096, H39 1.088
34 O -2.362 0.961 0.532  C33 1.432, H40 0.976
35 H 0.108 3.978 0.483  O31 0.962
36 H -1.880 3.072 1.858  C32 1.094
37 H -2.000 4.296 0.595  C32 1.093
38 H -2.182 2.273 -1.051  C33 1.096
39 H -3.563 2.529 0.037  C33 1.088
40 H -1.454 0.673 0.318  O34 0.976
41 O -4.218 -1.157 0.295  C42 1.423, H45 0.970
42 C -3.464 -1.890 -0.665  O41 1.423, C43 1.512, H46 1.096, H47 1.099
43 C -4.439 -2.808 -1.365  C42 1.512, O44 1.413, H48 1.095, H49 1.090
44 O -5.422 -2.071 -2.063  C43 1.413, H50 0.964
45 H -3.639 -0.452 0.624  O41 0.970
46 H -3.010 -1.215 -1.400  C42 1.096
47 H -2.687 -2.481 -0.162  C42 1.099
48 H -4.892 -3.467 -0.616  C43 1.095
49 H -3.913 -3.395 -2.118  C43 1.090
50 H -5.913 -1.574 -1.399  O44 0.964
51 O -0.116 -0.164 -0.671  C52 1.442, H55 0.974
52 C 0.590 -0.913 0.338  O51 1.442, C53 1.503, H56 1.097, H57 1.093
53 C 1.445 0.040 1.125  C52 1.503, O54 1.422, H58 1.093, H59 1.091
54 O 0.636 0.849 1.970  C53 1.422, H60 0.972
55 H -0.299 -0.735 -1.438  O51 0.974
56 H -0.121 -1.357 1.044  C52 1.097
57 H 1.172 -1.716 -0.122  C52 1.093
58 H 2.040 0.649 0.440  C53 1.093
59 H 2.145 -0.529 1.738  C53 1.091
60 H 0.347 1.656 1.511  O54 0.972

C12H34Cl4O5 | wB97M-V/def2-TZVPD

Properties
- E_HOMO (eV) = -9.725
- frontier orbital gap (eV) = 9.86
- calculated total energy (eV) = -73321.0909
- structure (SMILES) = ClCCl.ClCCl.CCO.CCO.CCO.CCO.CCO
- largest force on an atom (eV Å⁻¹) = 2.629

Each atom is followed by the atoms it is bonded to, with distances in Å.
Atoms and positions in Å:
1 Cl -3.757 1.030 -4.780  C2 1.799
2 C -2.973 0.429 -3.277  Cl1 1.799, Cl3 1.791, H4 1.090, H5 1.090
3 Cl -2.250 -1.170 -3.638  C2 1.791
4 H -2.226 1.159 -2.966  C2 1.090
5 H -3.729 0.383 -2.493  C2 1.090
6 Cl 1.697 0.319 3.445  C7 1.805
7 C 2.484 0.837 1.906  Cl6 1.805, Cl8 1.776, H9 1.090, H10 1.090
8 Cl 2.255 2.573 1.608  C7 1.776
9 H 3.561 0.732 2.033  C7 1.090
10 H 2.170 0.255 1.039  C7 1.090
11 C -0.468 3.931 -1.414  C12 1.549, H14 1.090, H15 1.090, H16 1.090
12 C 0.673 4.066 -2.454  C11 1.549, O13 1.397, H17 1.090, H18 1.090
13 O 1.849 4.459 -1.811  C12 1.397, H19 0.960
14 H -0.145 3.390 -0.525  C11 1.090
15 H -1.362 3.424 -1.777  C11 1.090
16 H -0.768 4.928 -1.092  C11 1.090
17 H 0.503 4.757 -3.280  C12 1.090
18 H 0.781 3.124 -2.992  C12 1.090
19 H 2.603 4.475 -2.405  O13 0.960
20 C 5.153 -3.234 -0.403  C21 1.508, H23 1.090, H24 1.090, H25 1.090
21 C 4.333 -1.971 -0.338  C20 1.508, O22 1.413, H26 1.090, H27 1.090
22 O 3.380 -2.070 0.700  C21 1.413, H28 0.960
23 H 4.532 -4.129 -0.382  C20 1.090
24 H 5.798 -3.276 0.474  C20 1.090
25 H 5.744 -3.298 -1.317  C20 1.090
26 H 3.758 -1.895 -1.261  C21 1.090
27 H 5.021 -1.131 -0.243  C21 1.090
28 H 2.500 -2.201 0.340  O22 0.960
29 C -2.741 -3.076 3.034  C30 1.541, H32 1.090, H33 1.090, H34 1.090
30 C -1.364 -2.515 2.632  C29 1.541, O31 1.413, H35 1.090, H36 1.090
31 O -1.494 -2.217 1.257  C30 1.413, H37 0.960
32 H -2.730 -3.265 4.107  C29 1.090
33 H -2.877 -3.981 2.442  C29 1.090
34 H -3.601 -2.418 2.906  C29 1.090
35 H -0.471 -3.121 2.782  C30 1.090
36 H -1.232 -1.538 3.098  C30 1.090
37 H -2.002 -1.419 1.092  O31 0.960
38 C -2.113 1.580 2.216  C39 1.544, H41 1.090, H42 1.090, H43 1.090
39 C -3.409 1.104 1.525  C38 1.544, O40 1.452, H44 1.090, H45 1.090
40 O -3.127 -0.095 0.757  C39 1.452, H46 0.960
41 H -2.304 2.508 2.753  C38 1.090
42 H -1.389 1.820 1.437  C38 1.090
43 H -1.717 0.762 2.818  C38 1.090
44 H -3.770 1.892 0.865  C39 1.090
45 H -4.188 0.813 2.230  C39 1.090
46 H -3.846 -0.403 0.201  O40 0.960
47 C 0.187 0.218 -1.350  C48 1.571, H50 1.090, H51 1.090, H52 1.090
48 C 0.647 -1.279 -1.476  C47 1.571, O49 1.395, H53 1.090, H54 1.090
49 O 0.738 -1.810 -0.190  C48 1.395, H55 0.960
50 H -0.741 0.406 -0.810  C47 1.090
51 H 0.068 0.551 -2.381  C47 1.090
52 H 0.980 0.808 -0.891  C47 1.090
53 H 1.605 -1.379 -1.986  C48 1.090
54 H -0.099 -1.900 -1.972  C48 1.090
55 H -0.126 -1.946 0.208  O49 0.960

C12H34ClO13S5 | wB97M-V/def2-TZVPD

Properties
- E_HOMO (eV) = -5.910
- frontier orbital gap (eV) = 7.97
- calculated total energy (eV) = -106299.9859
- total charge = -1
- largest force on an atom (eV Å⁻¹) = 4.156

Each atom is followed by the atoms it is bonded to, with distances in Å.
Atoms and positions in Å:
1 Cl 17.051 -1.157 27.600  O2 1.398, O3 1.446, O4 1.420, O5 1.454
2 O 16.451 -2.350 27.182  Cl1 1.398
3 O 18.222 -0.914 26.789  Cl1 1.446
4 O 16.159 -0.072 27.395  Cl1 1.420
5 O 17.302 -1.174 29.032  Cl1 1.454
6 O 25.045 -3.405 21.122  S7 1.448
7 S 23.721 -2.897 21.414  O6 1.448, O8 1.511, O9 1.717, C12 1.793
8 O 22.570 -2.892 20.435  S7 1.511
9 O 23.152 -3.730 22.803  S7 1.717, C10 1.470
10 C 21.716 -4.004 22.951  O9 1.470, C11 1.531, H13 1.090, H14 1.090
11 C 21.383 -5.021 24.047  C10 1.531, H15 1.090, H16 1.090, H17 1.090
12 C 23.782 -1.313 22.252  S7 1.793, H18 1.090, H19 1.090, H20 1.090
13 H 21.276 -4.345 22.015  C10 1.090
14 H 21.352 -2.984 23.079  C10 1.090
15 H 21.792 -6.000 23.799  C11 1.090
16 H 20.332 -5.258 24.212  C11 1.090
17 H 21.935 -4.646 24.909  C11 1.090
18 H 22.736 -1.185 22.529  C12 1.090
19 H 24.178 -0.522 21.614  C12 1.090
20 H 24.219 -1.675 23.183  C12 1.090
21 O 8.779 -8.166 28.595  S22 1.480
22 S 8.480 -7.207 27.507  O21 1.480, O23 1.478, O24 1.666, C27 1.899
23 O 8.337 -7.798 26.160  S22 1.478
24 O 7.101 -6.298 27.723  S22 1.666, C25 1.453
25 C 6.051 -6.766 28.611  O24 1.453, C26 1.551, H28 1.090, H29 1.090
26 C 5.584 -8.172 28.152  C25 1.551, H30 1.090, H31 1.090, H32 1.090
27 C 9.749 -5.799 27.391  S22 1.899, H33 1.090, H34 1.090, H35 1.090
28 H 5.313 -5.963 28.638  C25 1.090
29 H 6.482 -6.756 29.612  C25 1.090
30 H 6.282 -8.921 28.525  C26 1.090
31 H 5.431 -8.258 27.076  C26 1.090
32 H 4.595 -8.333 28.580  C26 1.090
33 H 9.357 -5.156 28.178  C27 1.090
34 H 9.765 -5.360 26.394  C27 1.090
35 H 10.757 -6.168 27.585  C27 1.090
36 C 15.884 -2.227 20.455  S37 1.842, H40 1.090, H41 1.090, H42 1.090
37 S 14.104 -1.844 20.178  C36 1.842, O38 1.523, C39 1.891
38 O 13.489 -3.132 19.646  S37 1.523
39 C 13.702 -1.824 22.025  S37 1.891, H43 1.090, H44 1.090, H45 1.090
40 H 15.889 -3.251 20.827  C36 1.090
41 H 16.335 -1.562 21.192  C36 1.090
42 H 16.556 -2.126 19.603  C36 1.090
43 H 14.129 -2.572 22.693  C39 1.090
44 H 12.620 -1.943 21.972  C39 1.090
45 H 13.876 -0.922 22.612  C39 1.090
46 C 17.926 5.238 28.568  S47 1.824, H50 1.090, H51 1.090, H52 1.090
47 S 19.637 5.181 29.196  C46 1.824, O48 1.526, C49 1.860
48 O 20.402 6.256 28.428  S47 1.526
49 C 19.457 5.930 30.889  S47 1.860, H53 1.090, H54 1.090, H55 1.090
50 H 17.661 6.294 28.532  C46 1.090
51 H 17.244 4.696 29.223  C46 1.090
52 H 18.023 4.735 27.605  C46 1.090
53 H 18.600 5.494 31.402  C49 1.090
54 H 19.455 7.020 30.871  C49 1.090
55 H 20.360 5.808 31.487  C49 1.090
56 C 10.089 2.262 29.813  S57 1.874, H60 1.090, H61 1.090, H62 1.090
57 S 10.183 0.754 28.705  C56 1.874, O58 1.518, C59 1.787
58 O 8.864 0.005 28.672  S57 1.518
59 C 10.286 1.649 27.162  S57 1.787, H63 1.090, H64 1.090, H65 1.090
60 H 10.184 2.008 30.869  C56 1.090
61 H 9.158 2.790 29.604  C56 1.090
62 H 10.985 2.847 29.603  C56 1.090
63 H 9.453 2.352 27.121  C59 1.090
64 H 10.067 0.990 26.321  C59 1.090
65 H 11.192 2.253 27.112  C59 1.090